Run P
The following is a DFT calculation (wB97M-V/def2-TZVPD) of a 2-piece molecular cluster, C11H15N overall.

The geometry in XYZ format:
```
27
Properties=species:S:1:pos:R:3:lowdin_charge:R:1
C -0.97121 -3.49158 -0.36605 -0.0103
C 0.25731 -1.28784 0.10387 -0.1001
C -0.12935 -2.36205 -0.75485 -0.1350
C 1.24052 -0.56280 -0.62043 -0.1961
C 0.41225 -2.09712 -2.02708 0.0742
C 0.93984 -0.19487 2.12264 -0.0419
C 1.81012 0.57749 1.37242 -0.0174
C 0.15489 -1.19245 1.51132 0.0640
C 1.94690 0.44015 -0.01634 0.0376
N 1.13584 -0.93248 -1.96432 0.1332
H 1.00228 -0.17734 3.20643 0.1226
H 2.26674 1.40429 1.90140 0.1275
H -0.41523 -1.83943 2.15407 0.1274
H 2.53350 1.13104 -0.62940 0.1382
H -1.12880 -4.20116 -1.18901 0.0998
H -1.99503 -3.13857 -0.15542 0.1184
H 0.07454 -2.37725 -3.01221 0.1557
H 2.00020 -0.89126 -2.49863 0.1817
H -0.69406 -4.04250 0.53651 0.1066
C -1.26290 3.22260 0.78805 -0.1634
C -1.30938 3.12116 -0.76034 -0.1512
H -1.05148 2.20302 1.20530 0.0515
H -0.56512 3.90753 1.25372 0.0559
H -2.26835 3.44386 1.14476 0.0590
H -0.82253 3.98500 -1.22248 0.0657
H -2.37841 3.08144 -0.88875 0.0570
H -0.78304 2.27112 -1.19516 0.0395
```

## Properties
2S+1 = 2
⟨S²⟩ = 0.77
charge = +1
HOMO energy (alpha / beta) = -13.26 / -13.50 eV
Kohn-Sham gap (alpha / beta) = 0.3362 / 0.2310 Eh


Run Q
The following is a DFT calculation (wB97M-V/def2-TZVPD) of a 2-piece molecular cluster, C11H15N overall.

The geometry in XYZ format:
```
27
Properties=species:S:1:pos:R:3:lowdin_charge:R:1
C 2.27820 -2.98736 2.19639 -0.1707
C 3.29657 -2.75160 1.06495 -0.1597
H 2.37240 -2.23915 2.97830 0.0521
H 1.24573 -2.96887 1.83466 0.0559
H 2.43615 -3.94207 2.69792 0.0628
H 3.71848 -3.70862 0.75105 0.0666
H 4.11767 -2.14006 1.42155 0.0580
H 2.79677 -2.24899 0.23569 0.0397
C -3.80823 1.82818 -0.73408 0.0015
C -0.21564 1.29999 -0.03209 -0.1730
C -1.28829 1.39798 -0.92965 -0.1175
C -2.43460 1.75195 -0.17813 -0.1145
C -1.95809 1.98045 1.14349 0.0512
C 1.16689 0.24180 -1.67429 0.0043
C 0.99532 0.77913 -0.40598 0.0258
C 0.07285 0.27726 -2.56575 -0.0377
C -1.12215 0.85811 -2.22843 0.0380
N -0.67869 1.66045 1.24402 0.1579
H 2.08082 -0.23901 -1.99821 0.1254
H 1.76183 0.68759 0.36012 0.1308
H 0.19298 -0.12995 -3.55880 0.1196
H -1.88498 1.03762 -2.97509 0.1308
H -0.11942 1.87220 2.05970 0.1880
H -2.57646 2.19250 2.00018 0.1559
H -4.51936 2.40159 -0.13098 0.0996
H -4.16220 0.80494 -0.85182 0.1096
H -3.76457 2.28394 -1.72473 0.0995
```

## Properties
2S+1 = 2
⟨S²⟩ = 0.77
charge = +1
HOMO energy (alpha / beta) = -13.06 / -13.60 eV
Kohn-Sham gap (alpha / beta) = 0.3448 / 0.2436 Eh


Run R
The following is a DFT calculation (wB97M-V/def2-TZVPD) of a 2-piece molecular cluster, C11H15N overall.

The geometry in XYZ format:
```
27
Properties=species:S:1:pos:R:3:lowdin_charge:R:1
C -2.23084 -0.75990 -0.88847 -0.0112
C 1.15029 -1.30793 0.44708 -0.1643
C -0.14702 -0.78906 0.68061 -0.1300
C -0.83587 -1.11840 -0.51669 -0.1607
C 0.04964 -1.91976 -1.29599 0.0626
C 2.23243 -1.03623 1.35964 0.0057
C 2.00126 -0.29415 2.43326 -0.0309
C -0.36277 -0.23519 1.92733 -0.0105
C 0.64950 0.06465 2.78571 -0.0166
N 1.27659 -1.92579 -0.74262 0.1665
H 2.08014 -2.21333 -1.22838 0.1708
H 3.27393 -1.26288 1.06005 0.1373
H -0.18066 -2.33102 -2.27125 0.1598
H 2.86194 -0.09066 3.21015 0.1700
H -1.42527 -0.21416 2.20536 0.1456
H -2.99403 -1.50528 -0.42964 0.1454
H -2.27635 -0.71540 -1.99752 0.1068
H 0.41573 0.43978 3.69378 0.0809
H -2.61078 0.12650 -0.46107 0.0643
C 0.04831 1.79138 -1.74987 -0.1835
C -0.81216 2.44524 -0.71968 -0.1940
H -0.26319 0.64803 -1.97458 0.0788
H -0.08895 2.19314 -2.79400 0.0773
H 1.18088 2.02407 -1.44030 0.1151
H -0.37683 3.40229 -0.27451 0.0998
H -1.73199 2.69665 -1.24012 0.0708
H -0.88393 1.88738 0.22174 0.0442
```

## Properties
2S+1 = 2
⟨S²⟩ = 0.77
charge = +1
HOMO energy (alpha / beta) = -13.00 / -13.14 eV
Kohn-Sham gap (alpha / beta) = 0.3470 / 0.2249 Eh


Top of the stability list: run Q, leading by 0.0302 hartree.


Run P
The following is a DFT calculation (wB97M-V/def2-TZVPD) of C3H2N2 as an isolated structure.

The geometry in XYZ format:
```
7
Properties=species:S:1:pos:R:3:lowdin_charge:R:1
C -0.03447 -1.43029 0.04651 0.0327
C 1.10513 -0.69490 0.03383 -0.0490
C -0.66057 -0.00859 0.01072 -0.2259
N 1.50704 0.57731 -0.04324 -0.0022
N 0.40235 1.13656 0.08594 0.0349
H -0.92897 0.18348 -0.95128 0.0765
H -1.39051 0.23642 0.81752 0.1330
```

## Properties
HOMO energy = -10.19 eV
Kohn-Sham gap = 0.3364 Eh


Run Q
The following is a DFT calculation (wB97M-V/def2-TZVPD) of one molecule with the formula C3H2N2.

The geometry in XYZ format:
```
7
Properties=species:S:1:pos:R:3:lowdin_charge:R:1
C -0.57798 0.63504 -0.29542 0.0057
C -0.65083 -0.73859 -0.04767 -0.1706
C 1.84047 1.16434 -0.05400 0.2082
N 1.08811 0.23703 -0.18591 -0.2746
N 0.65164 -0.97917 -0.01294 0.0333
H -0.79903 1.06172 0.68736 0.0662
H -1.55238 -1.38036 -0.09141 0.1319
```

## Properties
HOMO energy = -9.23 eV
Kohn-Sham gap = 0.3035 Eh


Top of the stability list: run P, leading by 0.0235 hartree.


Run P
The following is a DFT calculation (wB97M-V/def2-TZVPD) of a 2-piece molecular cluster, C7H13N overall.

The geometry in XYZ format:
```
21
Properties=species:S:1:pos:R:3:lowdin_charge:R:1
C 1.76331 1.62466 2.10646 -0.1342
C 0.43892 1.06790 2.09311 -0.2121
C -0.02279 -0.08238 1.73526 -0.2430
C -0.48373 -1.85767 -1.89200 -0.0926
C -1.72534 0.21058 -1.14070 -0.0677
C 0.75922 0.12133 -1.18369 0.0430
C -0.42592 -0.53877 -1.27024 -0.4863
N -0.51134 -1.15593 1.55113 0.1941
H 2.51988 0.95415 1.54393 0.1089
H 1.85934 2.56069 1.66736 0.0456
H -0.39639 1.74198 2.45120 0.1363
H 0.58963 -2.18832 -1.88887 0.0966
H -1.21446 -2.62150 -1.43128 0.1136
H -0.92379 -1.83843 -2.84394 0.0612
H -1.85661 0.98194 -1.94545 0.1034
H -1.58437 0.85300 -0.29235 0.0575
H -2.58713 -0.40864 -1.09983 0.0659
H 1.55053 -0.56112 -1.24675 0.0432
H 0.84461 1.07368 -0.68372 0.0618
H 2.17081 1.51198 3.12629 0.0820
H -0.76436 -1.44913 0.64407 0.0228
```

## Properties
SMILES string = C=C(C)C.CC=C=N
HOMO energy = -8.43 eV
Kohn-Sham gap = 0.3431 Eh


Run Q
The following is a DFT calculation (wB97M-V/def2-TZVPD) of a 2-piece molecular cluster, C7H13N overall.

The geometry in XYZ format:
```
21
Properties=species:S:1:pos:R:3:lowdin_charge:R:1
C -2.55874 0.20342 -0.02290 -0.1171
C -0.26268 1.96459 -0.07839 -0.0737
C -0.41084 0.76549 0.80673 -0.2194
N -1.42578 -0.02899 0.85500 -0.1008
H 0.34382 0.60755 1.56898 0.1144
H -2.96063 1.21333 0.08027 0.0795
H -2.28057 0.05014 -1.07126 0.0870
H -3.34125 -0.50858 0.23652 0.0765
H -0.44673 1.70186 -1.12007 0.0780
H 0.73124 2.39670 0.01157 0.0678
H -0.99173 2.73240 0.19779 0.0820
C 2.70922 -0.30087 -0.03971 -0.1179
C 1.45433 -0.74878 -0.73938 -0.2166
C -0.27510 -2.40917 0.13999 -0.0086
C 0.72987 -1.78892 -0.35166 -0.1665
H 1.30690 -0.36196 -1.74424 0.0999
H 2.74859 -0.69335 0.97496 0.0747
H 3.59966 -0.64041 -0.57277 0.0689
H 2.76013 0.78989 0.00028 0.0577
H -1.00425 -1.46845 0.68909 0.0952
H -0.42548 -3.47589 0.17920 0.0390
```

## Properties
SMILES string = C/C=N\C.C=C=CC
HOMO energy = -8.24 eV
Kohn-Sham gap = 0.3374 Eh


Run R
The following is a DFT calculation (wB97M-V/def2-TZVPD) of one molecule with the formula C7H13N.

The geometry in XYZ format:
```
21
Properties=species:S:1:pos:R:3:lowdin_charge:R:1
C 1.45030 -0.71787 1.51475 0.0092
C -1.54815 -0.91404 -1.91334 -0.0351
C 0.19867 -0.43813 1.13848 -0.2924
C -0.97554 -0.68430 2.02865 -0.0783
C -0.14367 1.82333 -0.16289 -0.0515
C 1.15065 -0.04583 -1.27761 -0.0744
C -0.12728 0.32209 -0.36581 -0.4888
N -1.37105 -0.16178 -0.90661 0.0078
H 2.39739 -0.51432 1.02335 0.0546
H 1.60544 -0.93637 2.59067 0.0628
H -2.61769 -1.03040 -2.23611 0.0834
H -0.74423 -1.47083 -2.39172 0.0660
H -0.52998 -0.82336 3.07226 0.0986
H -1.47366 -1.63864 1.59818 0.1130
H -1.54330 0.19382 1.81961 0.0552
H 0.30648 2.17954 -1.10463 0.0833
H 0.45694 2.06577 0.69438 0.0734
H -1.13102 2.25722 0.11477 0.0931
H 0.78296 0.07351 -2.36628 0.0882
H 1.96790 0.69260 -1.18734 0.0811
H 1.43014 -1.06353 -1.33133 0.0509
```

## Properties
SMILES string = C=NC(C)(C)C(=C)C
HOMO energy = -9.23 eV
Kohn-Sham gap = 0.3752 Eh


Run S
The following is a DFT calculation (wB97M-V/def2-TZVPD) of one molecule with the formula C7H13N.

The geometry in XYZ format:
```
21
Properties=species:S:1:pos:R:3:lowdin_charge:R:1
C -0.27325 0.11833 2.54978 -0.1036
C 0.61674 0.37498 1.32866 -0.2227
N -0.99968 -1.97766 0.03210 0.0685
C -0.53141 -0.78811 -0.64190 -0.3213
C -0.01656 0.27399 -0.03213 -0.2258
C 0.31001 1.44500 -0.93884 -0.1538
C 1.55484 1.79912 -1.22513 0.0104
C -0.93047 -0.92221 -2.12242 -0.0376
H -0.82000 -0.81698 2.46630 0.0411
H 0.31919 0.03966 3.45880 0.0708
H -1.06530 0.87584 2.63166 0.0810
H 1.12962 1.33067 1.48535 0.1005
H 1.56150 -0.18514 1.51090 0.1190
H -0.37018 -2.74898 -0.17666 0.0850
H -1.08992 -1.88755 1.03102 0.0403
H -0.63553 1.90066 -1.22096 0.1105
H 1.65461 2.67976 -1.83215 0.0464
H 2.45687 1.32153 -0.86403 0.0697
H -0.15494 -0.38135 -2.69779 0.0723
H -1.88283 -0.47122 -2.36256 0.0766
H -0.83330 -1.98035 -2.37997 0.0726
```

## Properties
SMILES string = C=C/C(CC)=C(\C)N
HOMO energy = -8.22 eV
Kohn-Sham gap = 0.3388 Eh


Top of the stability list: run S, leading by 0.0339 hartree.


Run P
The following is a DFT calculation (wB97M-V/def2-TZVPD) of a 2-piece molecular cluster, C7H13N overall.

The geometry in XYZ format:
```
21
Properties=species:S:1:pos:R:3:lowdin_charge:R:1
C 2.05341 0.83408 -1.38651 -0.2477
C -0.40499 1.68475 0.73003 0.0469
C -0.03485 0.36898 0.64306 -0.4689
C 1.10231 -0.05963 1.33749 0.0823
C -0.86878 -0.67993 -0.08990 -0.1814
C -2.32585 -0.61561 0.21104 -0.1832
C -3.06712 -1.65376 0.57348 0.0089
N 2.82365 0.03983 -2.26472 -0.0156
H 1.80975 -0.14319 -0.84697 0.0963
H 2.59991 1.52417 -0.73330 0.0820
H -1.05187 2.09378 -0.03524 0.0629
H 0.05240 2.31859 1.47418 0.0579
H 1.82716 0.70574 1.58157 0.0698
H 1.25977 -1.09112 1.62132 0.0666
H -0.44633 -1.63701 0.23026 0.1070
H -0.52224 -0.60404 -1.12459 0.1199
H -2.78575 0.33274 -0.04369 0.0962
H -4.08674 -1.53211 0.90940 0.0537
H -2.53503 -2.56050 0.83981 0.0577
H 3.38256 -0.62799 -1.73805 0.0157
H 1.21861 1.30221 -1.88869 0.0729
```

## Properties
HOMO energy = -6.68 eV
Kohn-Sham gap = 0.1663 Eh


Run Q
The following is a DFT calculation (wB97M-V/def2-TZVPD) of a 2-piece molecular cluster, C7H13N overall.

The geometry in XYZ format:
```
21
Properties=species:S:1:pos:R:3:lowdin_charge:R:1
C -2.29492 -1.74265 -0.84281 -0.1196
C -1.57656 -1.38002 0.43607 -0.2592
C -0.57863 -0.68965 0.89177 -0.1258
C 0.33924 0.22333 0.02004 -0.4544
C 0.56237 -0.13735 -1.58820 -0.0736
C 0.21009 1.79994 0.40125 -0.1686
C 1.24864 2.50014 0.79897 -0.0665
H -3.32685 -2.15648 -0.17013 0.1364
H -1.90145 -2.84766 -1.33755 0.1448
H -2.36245 -0.77577 -1.42404 0.0604
H -1.75873 -1.95162 1.37324 0.0936
H -0.24583 -0.85945 1.95816 0.1232
H 1.49796 -1.26234 -1.49131 0.1868
H -0.39802 -0.22338 -2.36302 0.0927
H 1.09750 0.74514 -1.87073 0.0220
H 1.84827 -1.17461 0.13444 0.0735
H 2.28501 0.43117 1.12392 0.1340
H -0.94141 1.88828 0.47786 0.1207
H 2.23058 1.75561 0.79506 0.0620
H 1.35273 3.62182 1.48530 0.1461
N 1.88018 -0.09045 0.08660 -0.1283
```

## Properties
HOMO energy = -9.24 eV
Kohn-Sham gap = 0.3674 Eh


Top of the stability list: run P, leading by 0.0555 hartree.